14
Properties=species:S:1:pos:R:3:mulliken_charge:R:1 method="wB97M-V/def2-TZVPD" relative_energy_kcal_mol=117.7 lumo_energy_ev=0.9
C 0.46144 1.41295 0.23846 -0.993
C 0.51551 -0.27336 0.18850 0.244
N 1.07350 -1.31251 0.72788 -0.431
O 1.93493 -1.18344 1.80679 -0.381
C -0.40739 -0.68243 -0.91978 0.098
C -1.77246 -0.19409 -0.72423 -0.352
O -0.87347 0.47183 -1.58631 -0.432
H 1.46482 1.74979 -0.00309 0.362
H -0.16278 2.01679 -0.47738 0.322
H 0.12841 1.76707 1.20997 0.330
H 2.24709 -2.09336 1.97543 0.376
H -0.17001 -1.51047 -1.58330 0.381
H -2.63210 -0.55658 -1.26806 0.275
H -1.97240 0.24124 0.26170 0.201

***

14
Properties=species:S:1:pos:R:3:mulliken_charge:R:1 method="wB97M-V/def2-TZVPD" smiles="C=C(NO)[C@H]1CO1" relative_energy_kcal_mol=98.6 lumo_energy_ev=1.0
C 1.33087 1.23303 -0.40399 -0.956
C 0.47398 0.24807 -0.13964 0.366
N 0.81238 -0.94839 0.53382 -0.214
O 2.04634 -0.84684 1.20205 -0.431
C -0.93632 0.31816 -0.64373 -0.023
C -2.06522 -0.42970 -0.08089 -0.355
O -1.89733 0.94604 0.20158 -0.379
H 2.34581 1.22163 -0.02500 0.321
H 1.00347 2.08755 -0.98806 0.287
H 0.13576 -1.17707 1.25655 0.246
H 2.60297 -1.48375 0.73388 0.350
H -1.01368 0.61717 -1.69034 0.352
H -2.90852 -0.68274 -0.72384 0.250
H -1.93051 -1.10316 0.76761 0.183

***

14
Properties=species:S:1:pos:R:3:mulliken_charge:R:1 method="wB97M-V/def2-TZVPD" relative_energy_kcal_mol=25.4 lumo_energy_ev=0.6
C -0.83510 -1.25172 0.52186 -1.495
C -0.40054 0.10852 0.06964 0.817
C -1.33379 1.19143 0.23007 -0.295
O -2.46795 1.09148 0.66559 -0.550
C 0.87991 0.33771 -0.37042 0.512
O 1.26291 1.46434 -0.97825 -0.476
N 1.91003 -0.51780 -0.25195 -0.439
H -0.28054 -1.59434 1.40315 0.330
H -1.89223 -1.19583 0.79377 0.339
H -0.72715 -2.00269 -0.27121 0.330
H 0.42938 1.95955 -0.99581 0.212
H -0.97383 2.21256 -0.05062 0.241
H 1.69078 -1.45223 0.03603 0.224
H 2.73811 -0.35097 -0.80185 0.250

***

Number 1: HOMO-LUMO gap 0.3867 Eh, E_tot -361.693340 a.u.. Number 2: HOMO-LUMO gap 0.3589 Eh, E_tot -361.723729 a.u.. Number 3: HOMO-LUMO gap 0.3311 Eh, E_tot -361.840455 a.u..